Record 1
{"formula": "C16H34F6N2O10SV", "method": "ωB97M-V with the def2-TZVPD basis set", "elements": ["H", "H", "C", "C", "C", "F", "H", "H", "H", "O", "H", "H", "F", "O", "H", "C", "H", "F", "N", "H", "O", "H", "O", "C", "C", "V", "H", "C", "C", "C", "C", "H", "H", "O", "H", "C", "C", "N", "O", "H", "H", "F", "H", "C", "H", "C", "O", "S", "H", "H", "H", "O", "H", "C", "H", "H", "H", "O", "O", "H", "H", "H", "H", "H", "H", "C", "H", "F", "H", "F"], "coordinates": [[-2.950, -0.668, -1.442], [-2.429, 1.625, -6.690], [2.831, 0.307, -1.167], [3.173, 2.203, -4.304], [0.304, 2.350, 3.150], [2.129, -2.020, 3.186], [4.094, 2.717, -3.997], [-1.426, 1.534, -0.660], [-2.342, 3.089, -5.778], [1.558, -3.460, -1.962], [-1.760, -1.116, 4.410], [-0.099, -2.638, 5.071], [2.702, -0.445, 4.541], [-0.381, -4.563, -1.107], [3.431, -1.079, 0.463], [0.107, 2.897, 4.574], [3.954, -1.543, -1.162], [-4.895, -1.873, 2.732], [-0.876, 0.886, -1.228], [-3.613, -0.163, -2.959], [2.560, 1.625, -3.185], [-0.127, 1.537, -1.483], [-2.227, 1.349, -4.643], [-1.592, 0.627, -2.497], [-1.107, -3.032, 4.963], [-0.098, -0.855, -0.220], [0.394, -0.248, 3.455], [2.395, -0.717, 3.241], [-2.699, -1.439, 1.935], [-1.950, 2.067, -5.818], [-1.614, 1.824, -3.456], [1.413, 0.002, -2.457], [2.515, 2.949, -4.746], [-0.488, -2.158, -1.689], [-0.300, 3.911, 4.573], [3.783, -0.699, -0.491], [1.178, 0.136, 2.787], [1.631, -0.487, -1.582], [1.412, 1.484, 3.136], [-3.014, -2.286, 4.536], [-0.872, 2.074, -5.999], [-4.694, -1.045, 0.764], [1.007, 2.873, 5.180], [-2.003, -2.151, 4.127], [-1.047, -4.031, 4.521], [3.508, 0.981, -2.342], [-1.953, -1.105, 0.863], [0.332, -3.322, -1.207], [-1.115, -0.186, -3.045], [-2.228, 2.680, -3.128], [4.042, 0.246, -2.954], [-1.986, -2.369, 2.744], [-3.527, 0.986, -1.597], [-3.006, 0.183, -2.125], [-2.812, -0.530, 2.548], [-1.427, -3.221, 5.990], [4.209, 1.695, -1.897], [0.594, -2.685, 0.121], [0.913, -0.020, 1.488], [-0.686, 2.329, -3.765], [-0.694, 2.305, 5.026], [-0.641, 2.020, 2.713], [3.522, 1.482, -5.052], [0.613, 3.180, 2.503], [4.739, -0.182, -0.360], [-4.117, -1.895, 1.642], [1.996, -1.368, -1.964], [3.514, -0.479, 2.541], [2.438, 1.044, -0.461], [-4.195, -3.118, 1.090]], "forces_ev_per_angstrom": [[0.140, 0.123, 0.115], [-0.105, -0.478, 0.273], [-0.716, -1.451, 0.893], [0.907, 0.432, 0.010], [0.899, 1.578, 0.109], [-0.058, -0.023, -0.253], [-0.115, 0.199, 0.056], [-0.486, -0.619, 0.213], [0.191, 0.196, 0.189], [0.546, 0.520, -0.603], [0.066, 0.242, -0.512], [0.195, -0.021, -0.364], [-0.042, -0.063, -0.073], [-0.444, 0.208, -0.083], [-0.190, 0.181, -0.174], [-1.262, -0.270, -0.295], [-0.051, -0.007, -0.054], [-0.094, -0.217, 0.493], [0.435, 1.687, -0.607], [0.195, 0.316, -0.241], [-0.199, 0.061, 0.364], [0.491, -0.529, 0.136], [-0.416, -0.692, -0.495], [-0.802, 0.085, -0.270], [0.846, -1.053, -0.403], [-0.443, -1.675, 2.727], [-0.489, -0.071, 0.029], [-0.028, 0.958, 0.527], [2.641, 1.455, 0.402], [0.162, 0.308, 0.224], [-0.729, 0.852, -0.988], [-0.980, -0.239, 0.217], [-0.176, -0.208, -0.043], [-1.519, 1.708, -2.057], [0.191, 0.089, -0.182], [0.428, 0.998, -0.397], [-0.639, -0.762, -0.449], [0.857, 1.036, -1.206], [0.481, -0.515, 0.122], [-0.192, -0.053, -0.263], [0.098, 0.228, -0.084], [-0.098, 0.144, -0.041], [0.091, -0.128, -0.140], [-1.242, 0.718, 1.403], [0.158, 0.101, -0.133], [-0.124, -0.296, 0.101], [0.224, 0.074, -1.339], [0.268, -1.496, 0.685], [0.256, -0.069, 0.258], [-0.105, -0.228, 0.647], [0.208, -0.064, 0.133], [0.093, -0.848, 0.180], [-0.064, 0.053, -0.063], [-0.016, -0.406, 0.180], [-0.461, 0.112, 0.330], [-0.566, 0.441, -0.090], [0.163, 0.162, -0.375], [1.203, 0.090, 2.136], [-0.414, -0.168, -1.814], [0.613, -0.691, 0.554], [0.339, -0.129, 0.462], [0.188, -0.794, 0.115], [-0.431, -0.229, 0.001], [-0.114, 0.104, -0.011], [0.098, -0.239, 0.299], [0.119, -0.451, -1.301], [-0.424, -0.452, 0.493], [0.090, -0.029, -0.059], [0.380, 0.080, 0.086], [-0.027, 0.123, 0.298]], "mulliken_spin": [0.0013, 0.0000, 0.0104, 0.0003, 0.0001, 0.0001, 0.0000, 0.0096, 0.0000, -0.0013, 0.0000, 0.0001, 0.0000, -0.0002, -0.0007, 0.0001, 0.0003, -0.0001, 0.0052, 0.0002, -0.0008, 0.0080, 0.0000, -0.0094, 0.0001, 1.9676, 0.0095, -0.0019, 0.0064, 0.0000, 0.0023, 0.0062, 0.0000, -0.0106, -0.0001, 0.0015, -0.0156, -0.0101, -0.0021, 0.0001, 0.0000, 0.0000, 0.0000, 0.0008, 0.0000, 0.0000, 0.0000, 0.0001, 0.0020, 0.0001, -0.0004, 0.0017, 0.0002, 0.0014, 0.0002, 0.0000, -0.0003, 0.0141, 0.0023, 0.0007, 0.0001, -0.0006, 0.0000, -0.0005, 0.0002, -0.0015, -0.0003, -0.0002, 0.0034, 0.0000], "multiplicity": 3, "charge": -1, "e_tot_ev": -93430.4586}

Record 2
{"formula": "C16H34F6N2O6Zn", "method": "ωB97M-V with the def2-TZVPD basis set", "elements": ["C", "H", "C", "O", "H", "H", "C", "H", "C", "C", "C", "O", "C", "H", "H", "N", "O", "H", "H", "H", "F", "C", "F", "C", "H", "H", "H", "H", "C", "H", "H", "C", "H", "H", "H", "F", "O", "H", "F", "O", "H", "H", "C", "C", "F", "H", "C", "H", "H", "H", "H", "C", "H", "H", "H", "H", "C", "O", "F", "Zn", "H", "N", "H", "H", "H"], "coordinates": [[13.204, 19.541, -3.369], [11.259, 20.183, -3.216], [13.993, 23.289, -6.578], [10.807, 18.800, -7.260], [15.124, 20.079, -3.732], [11.947, 17.123, -7.624], [17.894, 20.954, -5.762], [10.124, 18.062, -9.035], [12.895, 20.852, -9.002], [8.647, 19.383, -8.152], [9.734, 18.325, -8.039], [17.731, 19.080, -7.273], [13.640, 19.463, -1.895], [13.411, 23.245, -8.611], [12.617, 18.641, -3.551], [14.401, 19.546, -4.212], [13.249, 21.411, -7.754], [14.160, 22.931, -4.636], [15.908, 24.415, -6.526], [12.338, 21.561, -9.619], [17.466, 20.630, -4.535], [19.525, 17.828, -8.203], [17.723, 22.301, -5.882], [14.824, 24.542, -6.436], [20.257, 17.721, -9.004], [14.107, 20.394, -1.566], [12.284, 19.964, -8.846], [17.104, 20.957, -7.790], [17.081, 20.282, -6.916], [12.951, 23.587, -6.434], [13.775, 20.487, -9.542], [18.772, 19.135, -8.280], [12.214, 21.592, -3.156], [15.021, 22.376, -8.284], [15.350, 22.337, -5.432], [12.400, 16.358, -5.024], [12.971, 18.590, -6.662], [14.590, 25.162, -5.571], [19.207, 20.679, -5.802], [15.792, 19.996, -6.678], [14.372, 18.656, -1.836], [12.872, 19.219, -1.159], [14.008, 22.613, -7.953], [11.429, 17.116, -5.581], [10.872, 17.918, -4.638], [14.686, 25.194, -7.309], [11.846, 17.894, -6.850], [9.862, 20.906, -4.881], [9.336, 17.343, -7.757], [10.624, 22.494, -5.061], [18.182, 19.255, -9.188], [12.150, 20.627, -3.672], [10.525, 21.382, -6.435], [19.463, 19.924, -7.983], [18.808, 17.042, -8.482], [19.842, 17.455, -7.232], [10.686, 21.441, -5.360], [11.923, 20.844, -5.085], [10.491, 16.195, -5.932], [13.846, 20.319, -6.043], [14.725, 18.587, -4.117], [14.326, 22.357, -5.462], [9.013, 20.300, -8.610], [7.781, 18.990, -8.688], [8.227, 19.612, -7.170]], "forces_ev_per_angstrom": [[-0.822, 0.148, 0.804], [-0.317, 0.096, -0.287], [-0.161, 0.356, 0.563], [-0.584, -0.004, 0.828], [0.046, 0.221, -0.314], [-0.017, -0.254, -0.255], [-0.686, -0.312, -0.649], [0.035, 0.408, -0.252], [-0.134, -1.152, -0.558], [-0.198, -0.457, 0.589], [0.165, -0.680, -1.140], [0.783, -0.613, 0.357], [-0.169, 0.250, -0.010], [0.519, 0.119, -0.402], [0.606, -0.147, -0.391], [-0.366, -0.283, 1.086], [0.090, 0.691, -0.671], [-0.560, -0.467, 0.223], [-0.018, -0.605, 0.570], [0.082, 0.160, 0.104], [-0.088, -0.071, 0.243], [-1.363, -1.521, -1.267], [0.313, 0.187, 0.294], [0.593, 1.036, -1.692], [0.472, 0.338, 0.376], [0.121, -0.012, -0.058], [-0.074, 0.203, 0.392], [0.793, 0.452, 0.018], [-1.376, -0.953, -1.229], [-0.067, -0.183, 0.127], [0.149, 0.312, 0.024], [-0.638, -0.069, 2.072], [0.743, 0.147, -0.102], [-0.055, 0.047, -0.317], [0.008, -0.471, -0.298], [-0.003, 1.004, 0.051], [-0.079, -0.274, 0.172], [-0.039, -0.304, 0.184], [-0.158, 0.440, 0.081], [0.264, 0.803, 0.902], [0.094, 0.072, 0.114], [-0.284, 0.069, -0.280], [-0.436, -0.301, 1.648], [-0.758, -0.546, -0.501], [0.346, -0.489, -0.058], [-0.511, 0.065, 0.082], [1.383, 1.190, -0.060], [0.094, -0.117, 0.079], [-0.150, 0.297, 0.817], [0.277, 0.012, 0.178], [0.862, 0.301, -0.585], [-0.732, -0.034, 0.119], [0.131, -0.052, 0.023], [-0.128, 0.457, -0.772], [-0.145, 0.063, -0.004], [0.471, 0.840, 0.144], [-0.646, 0.088, -0.520], [0.490, -0.467, 1.652], [-0.439, 0.190, 0.200], [0.594, -1.417, -0.909], [0.293, 0.027, -0.929], [0.861, 0.997, -0.254], [-0.024, -0.012, -0.072], [0.228, 0.029, -0.416], [0.318, 0.152, 0.137]], "mulliken_charge": [0.6452, 0.5295, 0.4583, 0.0379, 0.3151, 0.3502, 0.8939, 0.3327, -0.6622, -1.2300, -0.4279, -0.3519, -1.8233, 0.5380, -0.0902, -0.2023, -0.1202, 0.3812, 0.3248, 0.2970, -0.2817, -1.3542, -0.3093, -1.6140, 0.3763, 0.4230, -0.0368, 0.1852, -0.6710, 0.1836, 0.2751, -0.0977, 0.4885, 0.2522, 0.0440, -0.2998, -0.5382, 0.4083, -0.2943, -0.8490, 0.3997, 0.4193, -0.8483, 0.6183, -0.2620, 0.4381, -0.4698, 0.3716, 0.3724, 0.2869, 0.3204, -1.2960, 0.0810, 0.2558, 0.3212, 0.3297, -1.0150, 0.7256, -0.3105, 1.7760, 0.4623, -0.4136, 0.2441, 0.4223, 0.2844], "relative_energy_kcal_mol": 29.9}

Summary of molar mass in g/mol
611.451; 529.834
(order as listed above)